(1)
{
  "formula": "C17H51BBrCl2InN14O26P",
  "method": "ωB97M-V/def2-TZVPD",
  "elements": ["C", "C", "Cl", "C", "Cl", "In", "Br", "B", "O", "N", "C", "C", "P", "N", "O", "H", "H", "H", "H", "H", "H", "H", "H", "H", "H", "H", "H", "H", "H", "H", "C", "N", "O", "O", "H", "H", "H", "C", "N", "O", "O", "H", "H", "H", "C", "N", "O", "O", "H", "H", "H", "C", "N", "O", "O", "H", "H", "H", "C", "N", "O", "O", "H", "H", "H", "C", "N", "O", "O", "H", "H", "H", "C", "N", "O", "O", "H", "H", "H", "C", "N", "O", "O", "H", "H", "H", "C", "N", "O", "O", "H", "H", "H", "C", "N", "O", "O", "H", "H", "H", "C", "N", "O", "O", "H", "H", "H", "C", "N", "O", "O", "H", "H", "H"],
  "xyz": [[-6.285, 0.351, -2.491], [-5.214, 1.598, -2.337], [-5.104, 2.380, -4.005], [-3.832, 0.946, -1.803], [-3.363, -0.418, -3.009], [-2.058, 2.346, -1.720], [-0.417, 1.818, -3.745], [-2.627, 4.581, -1.756], [-3.643, 5.034, -2.708], [-1.873, 5.464, -0.787], [-0.967, 6.447, -1.470], [-2.766, 6.104, 0.238], [-0.880, 1.948, 0.545], [0.673, 1.063, 0.257], [-1.917, 0.978, 1.587], [-5.960, -0.588, -1.902], [-7.347, 0.630, -2.121], [-6.407, 0.054, -3.615], [-5.674, 2.302, -1.547], [-4.057, 0.497, -0.748], [-3.201, 5.437, -3.512], [-1.469, 7.083, -2.295], [-0.458, 7.074, -0.634], [-0.108, 5.834, -1.981], [-2.995, 7.233, 0.022], [-3.738, 5.514, 0.462], [-2.159, 6.107, 1.244], [0.555, 0.505, -0.608], [1.403, 1.799, 0.135], [-1.956, 1.530, 2.427], [1.559, -0.968, 2.655], [1.701, -1.615, 3.987], [0.834, -2.422, 4.322], [2.682, -1.296, 4.661], [0.655, -1.343, 2.175], [1.492, 0.108, 2.818], [2.440, -1.226, 2.071], [-4.462, 10.030, 2.560], [-3.113, 9.613, 2.095], [-2.209, 9.594, 2.930], [-3.003, 9.316, 0.907], [-4.412, 10.262, 3.624], [-4.749, 10.912, 1.986], [-5.145, 9.199, 2.377], [-3.040, -1.285, -6.187], [-3.510, -1.284, -7.598], [-3.538, -0.204, -8.186], [-3.838, -2.371, -8.077], [-2.785, -0.265, -5.900], [-3.853, -1.668, -5.569], [-2.165, -1.930, -6.133], [-0.007, -4.618, -4.110], [-0.520, -3.308, -4.586], [0.307, -2.475, -4.950], [-1.741, -3.152, -4.576], [1.082, -4.613, -4.171], [-0.334, -4.742, -3.077], [-0.425, -5.391, -4.754], [-2.756, -7.075, -7.540], [-1.664, -6.776, -6.575], [-1.456, -7.598, -5.682], [-1.050, -5.725, -6.743], [-3.209, -8.030, -7.272], [-3.485, -6.267, -7.471], [-2.311, -7.124, -8.534], [3.014, -3.069, -0.701], [1.560, -3.346, -0.558], [0.921, -2.629, 0.210], [1.103, -4.274, -1.223], [3.277, -2.227, -0.060], [3.551, -3.969, -0.397], [3.201, -2.831, -1.749], [2.573, -2.314, 7.766], [2.760, -1.495, 8.992], [2.602, -0.279, 8.890], [3.061, -2.096, 10.023], [2.312, -1.656, 6.937], [3.515, -2.829, 7.568], [1.769, -3.023, 7.963], [-0.348, -9.012, -3.026], [0.628, -8.138, -2.322], [0.731, -8.273, -1.104], [1.261, -7.344, -3.015], [-0.831, -9.660, -2.294], [-1.079, -8.366, -3.512], [0.206, -9.602, -3.757], [5.568, 0.325, 5.954], [6.933, -0.084, 5.527], [7.825, -0.052, 6.373], [7.067, -0.426, 4.352], [5.597, 0.599, 7.009], [5.273, 1.178, 5.341], [4.904, -0.526, 5.794], [2.092, 2.522, -7.768], [2.220, 1.810, -6.469], [1.334, 1.011, -6.176], [3.207, 2.078, -5.784], [1.179, 2.190, -8.263], [2.048, 3.591, -7.554], [2.969, 2.274, -8.367], [2.095, 0.237, 12.165], [1.022, 1.017, 12.838], [-0.132, 0.847, 12.445], [1.370, 1.776, 13.742], [1.645, -0.387, 11.392], [2.793, 0.950, 11.726], [2.580, -0.378, 12.924], [5.566, 1.550, 2.027], [4.112, 1.265, 2.151], [3.461, 1.978, 2.914], [3.668, 0.333, 1.483], [5.814, 2.393, 2.672], [6.103, 0.653, 2.338], [5.768, 1.791, 0.982]],
  "lowdin_charge": [-0.208, -0.752, 0.523, -0.732, 0.448, 0.240, -0.034, -0.560, -0.057, -0.231, -0.120, -0.123, 0.653, -0.284, -0.492, 0.061, 0.066, 0.060, 0.109, 0.067, 0.105, 0.087, 0.100, 0.103, 0.072, 0.096, 0.098, -0.008, 0.010, 0.012, 0.012, -0.402, 0.066, 0.007, 0.081, 0.084, 0.065, 0.036, -0.425, 0.057, 0.037, 0.093, 0.099, 0.102, 0.000, -0.429, 0.047, 0.018, 0.083, 0.081, 0.068, 0.017, -0.394, 0.072, 0.015, 0.099, 0.086, 0.051, 0.051, -0.402, 0.042, 0.068, 0.094, 0.109, 0.103, 0.054, -0.402, 0.066, 0.043, 0.082, 0.102, 0.106, 0.043, -0.423, 0.054, 0.042, 0.065, 0.105, 0.107, 0.035, -0.422, 0.058, 0.050, 0.094, 0.075, 0.102, 0.053, -0.424, 0.059, 0.039, 0.097, 0.097, 0.085, 0.031, -0.435, -0.018, 0.031, 0.094, 0.098, 0.093, 0.028, -0.434, 0.056, 0.042, 0.069, 0.103, 0.103, 0.040, -0.399, 0.061, 0.020, 0.096, 0.080, 0.103],
  "orbital_gap_ev": 5.07,
  "charge": -1,
  "total_energy_ha": -7450.8062,
  "homo_energy_ev": -4.03,
  "spin_multiplicity": 1
}


(2)
{
  "formula": "C31H60NO15PS4",
  "method": "ωB97M-V/def2-TZVPD",
  "elements": ["C", "C", "C", "C", "C", "C", "C", "P", "C", "C", "C", "C", "C", "C", "C", "C", "O", "C", "C", "C", "O", "N", "C", "O", "H", "H", "H", "H", "H", "H", "H", "H", "H", "H", "H", "H", "H", "H", "H", "H", "H", "H", "H", "H", "H", "H", "H", "H", "H", "H", "H", "H", "C", "C", "O", "S", "C", "O", "O", "H", "H", "H", "H", "H", "H", "H", "H", "C", "C", "O", "S", "C", "O", "O", "H", "H", "H", "H", "H", "H", "H", "H", "C", "C", "O", "S", "C", "O", "O", "H", "H", "H", "H", "H", "H", "H", "H", "C", "C", "O", "S", "C", "O", "O", "H", "H", "H", "H", "H", "H", "H", "H"],
  "xyz": [[1.762, -1.008, 5.699], [2.199, 0.138, 4.795], [0.950, 0.734, 4.127], [3.217, -0.237, 3.667], [3.647, -1.706, 3.500], [2.638, -2.663, 2.902], [2.063, -2.540, 1.608], [2.497, -1.153, 0.505], [1.068, -0.743, -0.557], [3.954, -1.600, -0.534], [1.143, -3.494, 1.162], [0.748, -4.601, 1.918], [-0.253, -5.581, 1.364], [-1.665, -4.944, 1.289], [-2.699, -5.608, 2.223], [-3.066, -4.673, 3.356], [-4.171, -5.198, 4.069], [1.315, -4.736, 3.175], [2.241, -3.792, 3.626], [2.681, -4.256, 4.981], [3.515, -3.837, 5.731], [1.909, -5.392, 5.303], [1.103, -5.770, 4.210], [0.391, -6.727, 4.202], [2.622, -1.492, 6.149], [1.177, -0.586, 6.515], [1.130, -1.712, 5.167], [2.649, 0.920, 5.399], [1.245, 1.524, 3.441], [0.401, -0.031, 3.583], [0.302, 1.183, 4.878], [4.137, 0.307, 3.884], [2.841, 0.171, 2.743], [3.997, -2.083, 4.449], [4.515, -1.699, 2.837], [0.491, -1.579, -0.952], [0.399, -0.152, 0.059], [1.421, -0.080, -1.338], [4.639, -0.763, -0.472], [3.681, -1.702, -1.582], [4.494, -2.464, -0.163], [0.725, -3.397, 0.169], [-0.309, -6.471, 1.973], [0.067, -5.864, 0.363], [-1.598, -3.893, 1.564], [-2.062, -4.966, 0.279], [-3.616, -5.862, 1.694], [-2.306, -6.532, 2.636], [-2.203, -4.573, 4.021], [-3.289, -3.689, 2.937], [-4.366, -4.616, 4.808], [2.431, -6.171, 5.684], [-2.609, 4.641, 1.220], [-2.325, 3.993, -0.118], [-1.043, 4.399, -0.665], [0.263, 3.744, -0.055], [1.381, 4.253, -1.314], [0.122, 2.318, -0.087], [0.605, 4.401, 1.167], [-1.926, 4.282, 1.991], [-3.628, 4.412, 1.528], [-2.490, 5.723, 1.155], [-2.368, 2.905, -0.054], [-3.062, 4.306, -0.845], [1.100, 3.776, -2.249], [2.375, 3.935, -1.007], [1.341, 5.335, -1.398], [-8.786, 3.127, 0.580], [-7.602, 2.256, 0.211], [-7.240, 2.376, -1.182], [-6.434, 3.670, -1.629], [-5.935, 3.098, -3.212], [-5.286, 3.806, -0.779], [-7.341, 4.763, -1.780], [-8.535, 4.185, 0.522], [-9.104, 2.906, 1.599], [-9.619, 2.948, -0.099], [-6.733, 2.475, 0.834], [-7.848, 1.206, 0.349], [-5.272, 2.247, -3.086], [-5.413, 3.914, -3.708], [-6.818, 2.825, -3.782], [-5.450, 3.131, -9.242], [-4.156, 3.918, -9.285], [-4.205, 5.107, -8.465], [-4.051, 4.932, -6.896], [-3.781, 6.626, -6.509], [-2.866, 4.180, -6.622], [-5.309, 4.527, -6.343], [-5.619, 2.697, -8.258], [-5.415, 2.321, -9.971], [-6.299, 3.775, -9.469], [-3.303, 3.306, -8.988], [-3.965, 4.278, -10.293], [-2.845, 6.943, -6.959], [-3.728, 6.702, -5.425], [-4.617, 7.208, -6.887], [9.003, -3.374, 1.381], [9.209, -1.927, 0.980], [9.594, -1.786, -0.405], [8.458, -1.937, -1.504], [9.370, -1.287, -2.861], [7.385, -1.046, -1.179], [8.201, -3.324, -1.734], [8.137, -3.806, 0.880], [8.844, -3.441, 2.457], [9.872, -3.974, 1.112], [8.320, -1.327, 1.174], [10.029, -1.492, 1.547], [9.592, -0.242, -2.666], [8.741, -1.386, -3.743], [10.280, -1.868, -2.979]],
  "lowdin_charge": [-0.074, -0.396, -0.082, -0.175, -0.140, -0.132, -0.282, 0.949, -0.290, -0.271, -0.020, -0.145, -0.119, -0.166, -0.179, -0.287, -0.061, -0.037, -0.036, -0.383, 0.110, 0.180, -0.388, 0.127, 0.068, 0.079, 0.077, 0.122, 0.073, 0.077, 0.073, 0.108, 0.031, 0.091, 0.115, 0.025, 0.011, 0.035, 0.009, 0.033, 0.035, 0.105, 0.093, 0.117, 0.100, 0.105, 0.112, 0.109, 0.120, 0.115, 0.082, 0.161, -0.065, -0.249, -0.261, 0.559, -0.121, -0.286, -0.273, 0.071, 0.075, 0.087, 0.117, 0.090, 0.074, 0.077, 0.074, -0.072, -0.249, -0.260, 0.579, -0.114, -0.285, -0.267, 0.072, 0.081, 0.085, 0.112, 0.122, 0.080, 0.061, 0.081, -0.072, -0.247, -0.262, 0.562, -0.118, -0.273, -0.281, 0.071, 0.082, 0.085, 0.115, 0.122, 0.076, 0.077, 0.077, -0.072, -0.248, -0.264, 0.561, -0.121, -0.281, -0.272, 0.071, 0.082, 0.085, 0.113, 0.121, 0.075, 0.077, 0.075],
  "orbital_gap_ev": 7.23,
  "charge": 0,
  "total_energy_ha": -4334.6367,
  "smiles": "CC(C)CCc1c(P(C)C)cc(CCCCO)c2c1C(=O)NC2=O.CCOS(C)(=O)=O.CCOS(C)(=O)=O.CCOS(C)(=O)=O.CCOS(C)(=O)=O",
  "homo_energy_ev": -7.34,
  "spin_multiplicity": 1
}


(3)
{
  "formula": "C21H49FN2O5S3",
  "method": "ωB97M-V/def2-TZVPD",
  "elements": ["C", "C", "N", "C", "C", "C", "S", "S", "C", "C", "C", "N", "C", "C", "C", "C", "S", "O", "O", "F", "H", "H", "H", "H", "H", "H", "H", "H", "H", "H", "H", "H", "H", "H", "H", "H", "H", "H", "H", "H", "H", "H", "H", "H", "H", "C", "C", "C", "O", "H", "H", "H", "H", "H", "H", "H", "H", "C", "C", "C", "O", "H", "H", "H", "H", "H", "H", "H", "H", "C", "C", "C", "O", "H", "H", "H", "H", "H", "H", "H", "H"],
  "xyz": [[-3.668, -1.442, -1.962], [-3.082, -0.037, -2.213], [-2.074, 0.455, -1.266], [-0.862, -0.364, -1.205], [0.201, 0.181, -2.165], [-2.598, 0.862, -0.013], [-2.726, 2.449, 0.309], [-3.278, -0.237, 1.222], [-2.170, -1.648, 1.533], [-1.207, -1.426, 2.720], [0.268, -1.294, 2.288], [0.956, -0.048, 2.683], [0.201, 1.197, 2.362], [1.054, 2.390, 1.849], [2.484, 1.999, 1.492], [0.998, 3.592, 2.818], [1.481, -0.162, 4.225], [2.643, -0.983, 4.279], [0.430, -0.436, 5.149], [1.930, 1.307, 4.444], [-4.738, -1.433, -2.152], [-3.229, -2.138, -2.680], [-3.441, -1.836, -0.976], [-2.606, -0.023, -3.195], [-3.869, 0.715, -2.263], [-1.035, -1.431, -1.385], [-0.472, -0.286, -0.192], [0.909, -0.577, -2.480], [0.725, 0.988, -1.649], [-0.278, 0.643, -3.026], [-1.641, -1.999, 0.654], [-2.831, -2.463, 1.814], [-1.537, -0.601, 3.344], [-1.266, -2.320, 3.341], [0.839, -2.112, 2.729], [0.404, -1.389, 1.213], [-0.492, 0.921, 1.571], [-0.406, 1.465, 3.228], [0.573, 2.711, 0.923], [3.052, 1.615, 2.333], [2.469, 1.230, 0.717], [2.976, 2.868, 1.052], [0.818, 4.512, 2.264], [1.972, 3.700, 3.299], [0.253, 3.479, 3.602], [0.654, 8.397, 1.422], [2.032, 7.797, 1.187], [2.997, 8.826, 0.617], [1.936, 6.674, 0.310], [0.226, 8.750, 0.480], [-0.025, 7.647, 1.829], [0.701, 9.238, 2.116], [2.426, 7.408, 2.126], [2.637, 9.191, -0.348], [3.978, 8.380, 0.454], [3.109, 9.679, 1.288], [1.590, 6.985, -0.532], [1.566, -4.188, -5.282], [1.419, -2.683, -5.444], [2.518, -2.111, -6.326], [1.434, -2.046, -4.165], [2.520, -4.428, -4.804], [0.773, -4.583, -4.646], [1.526, -4.697, -6.245], [0.445, -2.456, -5.879], [3.499, -2.292, -5.879], [2.400, -1.032, -6.432], [2.504, -2.562, -7.319], [2.287, -2.230, -3.757], [-2.963, -7.106, 1.556], [-2.182, -6.003, 0.860], [-0.698, -6.325, 0.794], [-2.384, -4.757, 1.533], [-2.615, -7.228, 2.585], [-4.023, -6.858, 1.595], [-2.847, -8.060, 1.038], [-2.571, -5.862, -0.150], [-0.284, -6.423, 1.801], [-0.153, -5.523, 0.293], [-0.518, -7.256, 0.256], [-2.050, -4.855, 2.431]],
  "lowdin_charge": [-0.081, -0.220, -0.236, -0.244, -0.049, -1.121, 0.692, 0.906, -0.468, -0.213, -0.181, -0.223, -0.156, -0.380, -0.071, -0.061, 0.589, -0.239, -0.233, -0.108, 0.073, 0.068, 0.034, 0.112, 0.112, 0.113, 0.071, 0.045, 0.069, 0.077, 0.058, 0.050, 0.093, 0.106, 0.117, 0.110, 0.072, 0.119, 0.115, 0.066, 0.074, 0.085, 0.067, 0.073, 0.073, -0.063, -0.505, -0.066, -0.061, 0.081, 0.076, 0.079, 0.136, 0.080, 0.078, 0.079, 0.085, -0.064, -0.494, -0.063, -0.071, 0.081, 0.077, 0.080, 0.138, 0.081, 0.080, 0.080, 0.089, -0.061, -0.491, -0.060, -0.068, 0.082, 0.080, 0.081, 0.138, 0.082, 0.077, 0.081, 0.089],
  "orbital_gap_ev": 7.96,
  "charge": 0,
  "total_energy_ha": -2609.5996,
  "smiles": "CCN(CC)C(=S)SCCCN(CC(C)C)S(=O)(=O)F.CC(C)O.CC(C)O.CC(C)O",
  "homo_energy_ev": -8.15,
  "spin_multiplicity": 1
}


(4)
{
  "formula": "C3H8OS3",
  "method": "ωB97M-V/def2-TZVPD",
  "elements": ["C", "C", "C", "O", "S", "S", "S", "H", "H", "H", "H", "H", "H", "H", "H"],
  "xyz": [[-1.695, -0.521, 0.465], [-1.483, 0.247, -0.767], [1.820, -0.168, -0.002], [1.270, -0.869, 1.102], [-1.583, 1.974, -0.710], [2.150, 1.533, 0.379], [3.068, -0.747, -1.130], [-0.769, -0.876, 0.868], [-2.061, -0.045, 1.308], [-2.218, -1.521, 0.445], [-1.898, -0.040, -1.726], [1.423, -0.552, 1.997], [-1.573, 1.937, -1.993], [0.931, 1.636, 1.029], [2.619, -1.985, -1.266]],
  "lowdin_charge": [-0.209, -0.562, -1.076, -0.170, 0.747, 0.684, 0.713, 0.025, 0.039, 0.101, 0.037, 0.087, -0.161, -0.114, -0.141],
  "orbital_gap_ev": [7.07, 7.98],
  "charge": 0,
  "total_energy_ha": -1388.7365,
  "relative_energy_ev": 4.105,
  "homo_energy_ev": [-7.07, -7.44],
  "spin_multiplicity": 1
}


(5)
{
  "formula": "C4H14O4",
  "method": "ωB97M-V/def2-TZVPD",
  "elements": ["C", "C", "O", "C", "C", "O", "H", "H", "H", "H", "H", "H", "H", "H", "H", "H", "O", "H", "H", "O", "H", "H"],
  "xyz": [[1.868, -2.387, -0.074], [0.665, -1.611, -0.587], [0.958, -1.171, -1.920], [0.264, -0.430, 0.266], [-0.015, -0.800, 1.712], [-0.863, 0.155, 2.384], [2.268, -2.901, -0.945], [1.608, -3.189, 0.612], [2.565, -1.743, 0.464], [-0.181, -2.292, -0.732], [0.773, -0.233, -2.030], [1.101, 0.274, 0.244], [-0.604, 0.078, -0.144], [-0.586, -1.726, 1.783], [0.890, -0.808, 2.316], [-0.661, 1.042, 2.074], [-0.738, 3.658, -0.126], [0.138, 4.059, -0.044], [-0.999, 3.584, 0.803], [-1.777, 1.447, -1.606], [-1.502, 2.071, -0.917], [-1.952, 0.613, -1.155]],
  "lowdin_charge": [-0.040, -0.442, -0.046, -0.158, -0.232, -0.081, 0.083, 0.077, 0.084, 0.144, 0.079, 0.134, 0.079, 0.128, 0.116, 0.063, -0.044, 0.061, 0.053, -0.067, -0.013, 0.021],
  "orbital_gap_ev": 10.34,
  "charge": 0,
  "total_energy_ha": -461.7324,
  "relative_energy_ev": 0.649,
  "smiles": "C[C@H](O)CCO.O.O",
  "homo_energy_ev": -10.27,
  "spin_multiplicity": 1
}


(6)
{
  "formula": "C2H4N2O2S",
  "method": "ωB97M-V/def2-TZVPD",
  "elements": ["C", "C", "N", "N", "O", "O", "S", "H", "H", "H", "H"],
  "xyz": [[-1.478, 2.060, -0.634], [0.529, 0.021, -0.623], [-1.204, 2.609, 0.413], [1.336, -2.259, 0.984], [-1.853, 1.585, -1.647], [-0.210, -0.729, -1.410], [1.654, -0.519, 0.478], [-0.703, -0.058, -1.866], [-0.768, 2.196, 1.196], [2.143, -2.605, 1.462], [0.553, -2.301, 1.647]],
  "lowdin_charge": [-0.400, -0.581, 0.193, -0.288, 0.119, -0.019, 0.865, 0.043, 0.065, -0.016, 0.018],
  "orbital_gap_ev": 9.00,
  "charge": 0,
  "total_energy_ha": -736.6991,
  "relative_energy_ev": 2.880,
  "homo_energy_ev": -8.86,
  "spin_multiplicity": 1
}